Entry 1:
C61H69F3IN4O2S | ωB97M-V/def2-TZVPD

The geometry in ORCA input format:
```
! wB97M-V def2-TZVPD RIJCOSX def2/J DEFGRID3
* xyz 1 1
I -3.6381 5.7150 -0.0884
S 0.8153 1.7127 -3.3575
F -0.3532 -0.4027 -2.4571
F 1.7855 -0.4018 -2.0646
F 1.0213 -0.7857 -4.0627
O -0.5421 2.0834 -3.5159
O 1.8031 2.0139 -4.3271
N 1.7197 3.5206 -0.0349
N 1.3920 2.1597 -1.8107
N 1.6173 2.4191 0.8783
N 0.7332 4.3860 -2.0382
C -3.5634 1.3725 1.5576
C 0.3507 6.2340 2.5094
C 0.1538 -3.5912 0.4241
C -0.2455 -7.7640 -11.6200
C 0.2920 -6.4843 -11.6566
C -2.8663 4.2984 -1.4837
C 0.9650 6.1428 3.7507
C 1.9356 -5.2065 0.4113
C 1.6348 -3.7360 -1.4648
C -3.3646 3.1926 7.3301
C 1.2833 -1.7106 -7.1826
C -4.9450 -0.2532 0.4534
C -0.4936 -6.0980 -9.4178
C 1.8123 -0.4277 -7.1609
C -1.0381 -7.3728 -9.3842
C 0.8416 -0.1167 -2.9679
C 5.1913 -1.0426 4.9778
C 5.0261 0.0471 4.1349
C 1.2748 3.3707 -1.2712
C -3.9433 3.0013 6.0833
C -1.7224 4.9029 -2.2836
C 2.4767 7.9059 3.1252
C 2.0275 6.9808 4.0582
C 0.1171 -5.6331 -4.2601
C -3.8810 -0.7959 2.5424
C 3.8361 -2.3887 3.5139
C -3.3182 0.4720 2.5840
C 4.5950 -2.2574 4.6685
C 1.8662 7.9942 1.8821
C -0.9365 1.6177 10.4387
C -4.6926 -1.1580 1.4758
C -4.3793 1.0136 0.4933
C -1.0069 1.3582 12.8271
C -2.2272 0.7059 12.7201
C -0.3618 1.8153 11.6865
C -0.9084 -8.2093 -10.4842
C 1.4397 -2.5093 -8.3063
C 4.2654 -0.0865 2.9823
C -2.0783 4.1089 5.0490
C 0.5499 -3.1462 -0.8299
C -0.4531 5.0729 -1.4393
C 0.1735 -5.6555 -10.5503
C 2.1206 -2.0211 -9.4123
C 0.8484 -4.6203 1.0451
C 2.4870 0.0636 -8.2698
C 2.6401 -0.7339 -9.3954
C 0.1346 -6.8942 -3.6817
C -1.5314 -6.3803 -5.8414
C -1.5029 4.3064 6.2974
C -2.1586 0.9683 10.3319
C -2.1453 3.8461 7.4381
C -1.5157 -7.6413 -5.2627
C -3.2986 3.4558 4.9416
C 2.3280 -4.7663 -0.8456
C 0.3173 2.0038 2.9007
C -0.6806 -7.8987 -4.1843
C 3.6719 -1.3018 2.6676
C 0.8010 7.1580 1.5745
C 1.4497 2.8210 2.2910
C -0.7138 -5.3771 -5.3410
C -2.8046 0.5132 11.4729
H 4.7235 -3.1047 5.3288
H 2.2149 8.7189 1.1582
H -1.5787 4.4681 4.1572
H -0.2128 6.1324 -1.3592
H 2.8969 1.0651 -8.2557
H 0.6137 5.4225 4.4780
H 0.5921 -4.6568 -10.5717
H 3.1657 -0.3524 -10.2608
H -0.6217 2.1826 2.3736
H -2.5281 3.4471 -0.8945
H 3.3011 8.5622 3.3694
H 2.5043 6.9159 5.0272
H -2.6076 0.8157 9.3584
H 0.7507 -4.8509 -3.8651
H 0.7478 -2.0952 -6.3233
H 1.8345 1.4146 -1.2869
H 0.5352 0.9412 2.7760
H -2.1820 -6.1758 -6.6824
H 3.3746 -3.3369 3.2714
H 0.0026 -2.3503 -1.3090
H -5.5853 -0.5348 -0.3721
H 0.3126 7.2352 0.6096
H -4.5780 1.7201 -0.3033
H 1.4079 4.4014 0.3711
H -3.8645 2.8335 8.2202
H -0.5587 1.5106 13.8001
H 1.9438 -3.3958 -2.4463
H 1.4542 5.0525 -2.2939
H 0.5893 2.3250 11.7708
H 2.3630 2.5781 2.8369
H -0.6968 -3.1372 0.9167
H -1.3277 -9.2065 -10.4588
H -3.7525 3.3038 3.9703
H -2.0273 5.8764 -2.6677
H -1.6979 3.9981 8.4117
H 2.4623 1.8648 0.7910
H -0.7266 -4.3934 -5.7955
H 3.0835 -1.4095 1.7637
H -2.7286 0.3476 13.6095
H 2.4763 -6.0089 0.8956
H 5.7861 -0.9453 5.8761
H 5.4900 0.9947 4.3759
H -0.5898 -5.4487 -8.5560
H -3.7582 0.0081 11.3906
H -0.5541 4.8203 6.3873
H -1.5591 -7.7115 -8.4984
H -2.1543 -8.4240 -5.6513
H 0.8067 -6.1374 -12.5430
H 1.6958 0.1974 -6.2856
H -4.8972 2.4972 6.0000
H -2.6881 0.7597 3.4170
H -3.6854 3.9813 -2.1215
H -0.4878 5.5896 2.2644
H 1.0257 -3.5098 -8.3180
H -0.1470 -8.4159 -12.4780
H 3.1711 -5.2277 -1.3432
H -0.6656 -8.8829 -3.7349
H 1.2596 3.8890 2.3954
H -0.4313 1.9699 9.5479
H 0.7840 -7.0938 -2.8387
H -3.1201 2.3628 1.5894
H -5.1333 -2.1456 1.4429
H 4.1398 0.7641 2.3197
H -3.6906 -1.4995 3.3422
H 0.2120 2.2061 3.9633
H -1.5361 4.2678 -3.1470
H -0.6174 4.7348 -0.4119
H 0.5395 -4.9683 2.0222
H 2.2456 -2.6424 -10.2896
*
```

Output
LUMO energy: -0.13292 Eh

Here are the Mulliken charges for atoms 1 to 4, given in e: atom 1 (I): 0.03, atom 2 (S): 1.16, atom 3 (F): -0.24, atom 4 (F): -0.29

Entry 2:
C61H70BrCl2F12NO8P2 | ωB97M-V/def2-TZVPD

The geometry in ORCA input format:
```
! wB97M-V def2-TZVPD RIJCOSX def2/J DEFGRID3
* xyz 0 1
Br -3.6438 1.1458 -1.0211
Cl -3.0719 -2.1390 -1.4121
Cl -0.7291 -3.4163 -3.7899
P -2.1952 -0.0473 0.2635
P -0.5687 -2.5354 1.4102
F -0.0467 5.2581 -3.3519
F 0.8205 2.0630 -4.4914
F 4.7952 -5.1219 -6.4311
F 1.9436 -1.3794 -1.7512
F -0.1210 4.2591 -5.3073
F 2.3938 -4.4342 -0.9759
F 1.8148 4.7281 -4.3777
F -2.0882 -4.3958 5.3625
F 2.5497 -5.2132 7.2304
F 1.7584 2.8687 -2.7250
F 4.5762 4.9039 1.4147
F -4.9524 3.5360 2.5164
O -0.5152 5.2654 -0.0603
O -1.4863 4.0252 1.5732
O 2.0581 0.3548 0.0734
O -3.9943 3.5158 -3.2632
O 4.2852 0.3120 0.3058
O -0.6219 1.0699 -2.3488
O -1.4201 1.1398 1.1328
O -5.2361 4.1031 -5.0660
N 0.1252 -1.3267 0.3134
C -2.6890 -3.6098 6.2806
C 6.6561 7.8512 1.6825
C 1.3428 -0.3094 -2.3757
C -5.9190 5.7579 -0.1657
C 1.6750 -7.0670 8.3810
C 0.9731 -0.7326 -3.7847
C 0.5676 -7.8015 8.7764
C -7.8381 4.5242 0.5821
C -0.7075 -7.4032 8.3996
C 5.4622 -4.4089 -3.6965
C 0.2125 0.3446 -1.4792
C -0.8862 3.3230 -1.3987
C 5.6335 5.7043 1.7052
C -0.7101 4.9191 1.2467
C -7.0565 3.8674 1.5213
C 2.4699 -5.3980 -6.6215
C 0.2203 -5.5180 7.2326
C 1.1802 -3.6930 -7.7254
C -1.2102 -4.3418 -1.3674
C -5.5856 1.9388 -4.0890
C -4.5937 -3.0849 7.6069
C 3.7875 -5.6184 -2.4641
C -1.3366 -1.7420 -1.7519
C -3.9155 -1.9981 8.1407
C -4.9271 3.2756 -4.2231
C 0.1833 4.2081 -0.7576
C 2.3387 -2.9664 -7.9615
C 1.4772 -5.9358 7.6166
C -0.6151 -3.0853 -1.9887
C 3.6061 -4.6549 -6.8652
C 0.0746 5.7322 2.2123
C -5.7140 4.1759 1.6021
C 7.7779 7.3137 2.2969
C -2.6598 3.7935 -3.7432
C 6.7345 5.1457 2.3186
C -1.8027 2.5344 -3.6319
C 2.0662 -2.9787 2.3415
C 3.5654 -3.4446 -7.5255
C -0.6865 -0.7363 -0.7563
C -6.8789 2.1133 -3.2810
C -3.9821 -3.8989 6.6649
C -2.6174 -1.7244 7.7342
C -1.9944 -2.5373 6.8002
C -5.1304 5.1135 0.7755
C 0.9169 -3.6110 1.5506
C 5.0793 -3.2320 -3.0705
C 5.5713 7.0428 1.3776
C 1.0235 1.1718 -0.4867
C 3.2299 0.9233 0.5055
C -0.8809 -6.2634 7.6265
C 4.0416 -3.2343 -2.1487
C -0.6098 2.4677 -2.6457
C 0.6087 2.9112 -3.4548
C 3.2259 2.2327 1.2306
C 3.4207 -4.4310 -1.8674
C -7.2726 5.4673 -0.2632
C 4.8151 -5.5990 -3.3936
C -0.6313 -1.7447 3.0652
C 0.5419 4.3298 -4.1284
C 7.8158 5.9628 2.6116
C 1.2479 -4.9057 -7.0542
H -1.4619 2.2907 -4.6252
H 2.6782 -7.3620 8.6568
H 4.6914 7.4411 0.8916
H 0.8744 4.6944 -1.4210
H 0.7631 3.6931 -0.0121
H -2.3281 4.6564 -3.1929
H 1.6300 -0.2342 -4.4797
H 2.0233 -1.8988 2.3309
H 6.6238 8.9036 1.4382
H -1.6739 -1.6700 3.3335
H 2.1048 0.4534 -2.4576
H -8.8927 4.2965 0.5117
H -0.1261 -2.3658 3.7885
H -4.9352 1.3120 -3.4989
H -5.6043 -3.3016 7.9236
H -2.0872 -0.8763 8.1443
H 2.1029 -3.3336 3.3596
H 8.6222 7.9474 2.5293
H 3.2687 -6.5335 -2.2109
H 0.3463 -5.4706 -6.8630
H -5.4729 6.4883 -0.8266
H -1.9578 -4.7753 -2.0048
H -1.5675 -7.9815 8.7081
H -0.2507 -0.7333 3.0889
H 0.4352 1.6364 0.2880
H 1.1948 -1.7755 -3.9036
H 0.1125 -4.6255 6.6347
H -7.3444 3.0521 -3.5403
H -1.7691 3.9313 -1.4738
H 6.7404 4.0914 2.5602
H 1.4773 1.9804 -1.0326
H 3.7125 -2.3264 -1.6609
H -0.0317 -0.5129 -4.0982
H -7.8841 5.9737 -0.9972
H 8.6904 5.5410 3.0863
H 3.0127 -3.2522 1.8969
H 0.2257 -3.3135 -8.0627
H 2.2413 2.6012 1.4701
H -2.7498 4.0967 -4.7737
H -4.3981 -1.3645 8.8716
H 5.1073 -6.5144 -3.8884
H 3.7470 2.9295 0.6006
H -2.1178 1.6438 1.5631
H -5.7795 1.5247 -5.0617
H 5.5819 -2.3038 -3.3045
H -2.4623 1.7226 -3.3893
H -6.6689 2.1427 -2.2236
H -0.5623 6.4997 2.6247
H -7.4772 3.1232 2.1840
H -1.1425 2.6052 -0.6400
H 6.2603 -4.3997 -4.4234
H 0.4757 5.1088 2.9904
H -0.4227 -5.0720 -1.2894
H 1.2675 -3.7173 0.5359
H 3.7927 2.0808 2.1315
H -7.5600 1.3111 -3.5051
H 0.8625 6.2350 1.6894
H -4.0800 5.3265 0.8698
H 4.4797 -2.8907 -7.6901
H -1.4344 -1.2430 -2.6933
H 0.4367 -3.0479 -1.7739
H 2.5462 -6.3417 -6.0988
H -4.4957 -4.7462 6.2305
H 0.6286 -4.5514 1.9879
H -0.9804 -2.3460 6.4748
H 0.7023 -8.6876 9.3811
H 0.3559 -0.5639 0.9382
H -1.6346 -4.1968 -0.3869
H -1.8731 -5.9584 7.3329
H 2.2886 -2.0220 -8.4856
*
```

Output
LUMO energy: 0.01092 Eh

Here are the Mulliken charges for atoms 1 to 4, given in e: atom 1 (Br): 0.09, atom 2 (Cl): -0.12, atom 3 (Cl): -0.14, atom 4 (P): -0.53

Entry 3:
C61H85FN13O7PS3 | ωB97M-V/def2-TZVPD

The geometry in ORCA input format:
```
! wB97M-V def2-TZVPD RIJCOSX def2/J DEFGRID3
* xyz 0 1
S -2.1873 -1.6897 -5.9975
S -5.9311 1.6643 -1.5892
S -2.5893 -0.9196 -1.3964
P -1.6994 0.0401 -5.2095
F -1.4744 1.1229 -2.8493
O -3.2757 -2.1352 -1.0269
O -2.3450 1.1666 0.0269
O -4.8198 0.1016 -3.4074
O -1.1999 -0.9785 -0.9879
O -2.5935 -0.8176 -3.0052
O -6.1583 -0.5049 -4.9151
O -4.2426 3.9504 -5.9483
N -5.0501 -2.0087 -8.0719
N -5.0189 -0.3395 -4.7154
N -4.0300 2.2964 -8.0920
N 5.7800 -2.6983 4.8622
N 1.9110 -3.8629 9.4380
N 11.4325 -1.0338 5.9938
N 2.3852 -4.5617 3.4878
N -4.4578 0.1736 0.1898
N 1.3863 9.5124 -2.8821
N -8.6306 -0.3837 2.2190
N -0.9859 -7.3878 3.2412
N 4.4461 8.2371 -5.6733
N 0.6757 -3.0666 -0.9178
C -6.8272 -3.0814 -8.8442
C 2.4361 -4.1566 -1.7093
C 7.1024 -1.8934 6.4438
C -2.7970 -8.5190 2.6568
C 1.9178 -4.8749 -0.6008
C -0.6150 0.7818 1.6596
C -3.8614 1.1938 -3.3064
C 0.4714 8.4943 -2.8943
C -3.7103 3.0576 -1.3472
C -1.2855 -0.4485 3.8243
C 6.4746 7.3858 -5.9242
C -8.5115 -1.5447 2.9334
C 2.8419 -3.0930 8.7961
C 12.7991 -1.0993 6.0482
C -1.9679 4.0510 -3.0010
C 0.1902 8.1964 -4.2007
C -4.3994 2.3245 -4.2022
C -4.8036 -2.2726 -9.3903
C 6.2050 7.5201 -4.5365
C 1.6882 9.8727 -4.1658
C -5.8889 -2.9360 -9.8998
C 4.9475 8.0509 -4.4153
C -7.0147 -1.5537 1.2565
C 6.7152 -1.9278 4.2288
C -3.4185 0.5737 -0.6933
C -2.1912 -7.8531 3.6896
C -0.8115 -7.7546 1.9340
C 7.5498 -1.4110 5.1843
C 0.1041 5.0253 -2.2178
C 0.8320 -4.1723 -0.1361
C 3.2444 -3.0485 11.0059
C 6.0105 -2.6871 6.2107
C -0.2145 -0.3047 2.7035
C 2.7699 -5.0820 5.6064
C -2.3881 3.7060 -1.7166
C 2.1515 -3.8443 10.7848
C 13.1644 -2.4029 5.8426
C -1.5074 4.0710 -0.6689
C 0.9634 9.0718 -5.0097
C 5.3715 7.8391 -6.5986
C 2.8106 -4.0647 4.6885
C -7.5180 -2.2927 2.3600
C -2.1124 0.5860 1.3155
C 0.0251 -1.6898 2.0732
C -0.3063 2.1784 2.2533
C -2.4789 0.5109 -3.5381
C -4.2881 1.7168 -6.7734
C -0.3026 4.7242 -0.9040
C 10.9200 -2.2814 5.7616
C -7.7186 -0.3745 1.1999
C 11.9712 -3.1534 5.6606
C 3.6830 -2.5705 9.7422
C 2.3055 -6.2407 4.9310
C 0.6205 5.1616 0.2258
C 2.0801 -5.8846 3.6248
C -0.7491 4.6871 -3.2632
C 1.6474 -3.0454 -1.8755
C -3.8201 2.6202 -5.6078
C -6.2794 -2.5013 -7.7295
C -1.9205 -8.4564 1.5417
C -4.0628 1.6081 -1.7552
H -3.8801 -1.9658 -9.8511
H 0.5235 6.2562 0.2862
H 4.5198 -1.9196 9.5498
H -1.7366 1.0223 -6.2071
H -3.9125 0.6897 -6.7387
H 3.5374 8.6104 -5.8819
H 5.3803 -3.2426 6.8859
H 0.1586 -4.3661 0.6838
H -4.7490 0.8944 0.8280
H 3.2874 -4.4226 -2.3136
H -5.9974 -3.2794 -10.9153
H 0.4763 2.6451 1.6569
H -2.2697 -0.4952 1.3326
H -0.8748 -0.9403 4.7078
H -7.1888 -3.2627 2.6931
H -6.3959 0.4120 -1.4234
H 14.1743 -2.7777 5.8252
H -9.1424 -1.7381 3.7839
H 4.3674 8.3105 -3.5459
H 1.7302 -6.4577 2.7827
H 7.3744 7.0017 -6.3749
H -3.1558 2.8075 -8.0884
H 8.3880 -0.7600 4.9999
H -4.3951 3.3092 -3.7288
H -1.7132 0.5237 4.0846
H 7.5333 -1.6836 7.4091
H -6.6573 -2.3978 -6.7285
H 1.5269 -4.3960 11.4664
H 2.8245 -2.9820 7.7253
H 6.8592 7.2585 -3.7215
H -5.3808 1.6419 -6.6883
H -3.8490 3.1573 -0.2680
H 1.0461 5.5343 -2.3828
H -0.0510 -2.3674 -0.8019
H 6.7063 -1.8135 3.1582
H -4.4187 -1.5264 -7.4518
H 5.0369 -3.1986 4.4083
H 2.3078 -4.0360 2.6322
H 0.0818 -7.4855 1.3956
H -0.0458 0.5591 0.7528
H -0.3292 -6.8572 3.7875
H 2.3907 10.6643 -4.3672
H -4.3700 -0.7445 0.5953
H -0.3299 -0.0943 -4.8792
H 9.8585 -2.4394 5.6898
H 3.6816 -2.8332 11.9665
H 11.8940 -4.2121 5.4774
H -0.9133 -2.0843 1.6700
H 0.1017 8.0716 -1.9755
H -2.0848 -8.8781 0.5642
H -2.5132 -7.6702 4.7006
H 3.1016 -3.0319 4.7869
H -2.6051 3.8507 -3.8545
H 13.3897 -0.2170 6.2271
H -0.4440 4.9398 -4.2726
H -2.0938 -1.0836 3.4446
H 0.7991 -1.6197 1.3023
H 2.2967 -5.7983 -0.1921
H -4.7541 2.9654 -8.3050
H 10.8897 -0.1986 6.1073
H 0.7137 -0.0140 3.2116
H -7.7922 -3.5578 -8.8963
H -9.2861 0.3496 2.4140
H 5.1661 7.9111 -7.6530
H -2.7308 2.7240 -5.5236
H -0.4941 7.4367 -4.5387
H -1.8099 3.8525 0.3502
H 0.9833 9.1095 -6.0871
H 0.1140 2.0265 3.2545
H 3.0453 -5.0036 6.6453
H -1.1869 2.8093 2.3903
H -7.6554 0.4648 0.5231
H -2.7219 1.0808 2.0782
H 2.1550 -7.2209 5.3528
H 0.2986 4.7857 1.1945
H -4.5040 3.7082 -1.7437
H -6.2286 -1.8510 0.5825
H -5.4734 2.1526 -4.3439
H 1.6687 4.9618 0.0036
H -3.7610 -8.9982 2.6961
H 1.7757 9.9305 -2.0577
H -5.0864 4.1311 -5.5239
H 0.3832 -2.3986 2.8299
H 1.1667 -4.3639 8.9896
H 1.6963 -2.2442 -2.5934
*
```

Output
LUMO energy: -0.02947 Eh
energy above the lowest of the compared OMol25 structures with the same formula, charge and spin: 0.0 kcal/mol

Here are the Mulliken charges for atoms 1 to 4, given in e: atom 1 (S): -0.35, atom 2 (S): -0.43, atom 3 (S): 1.68, atom 4 (P): 0.10

Number 1: Kohn-Sham gap 6.82 eV. Number 2: Kohn-Sham gap 8.05 eV. Number 3: Kohn-Sham gap 7.02 eV.